No. 1
A molecular structure, C33H33BCl2N8O2S2Zr. Source: the Open Molecules 2025 dataset; level of theory: ωB97M-V/def2-TZVPD.

Each line ends with the Löwdin charge.
Geometry (Å):
C  2.462  1.461  -0.205  -0.13
H  2.947  1.439  5.427  0.13
Zr  -0.284  -0.492  0.576  1.71
H  -5.202  0.378  0.661  0.13
Cl  -0.028  -7.876  -0.364  0.74
H  0.726  2.416  4.877  0.13
C  -0.808  2.736  0.799  -0.11
C  0.129  -0.700  -4.515  -0.03
C  2.068  -0.485  2.810  -0.11
C  0.808  -4.542  1.661  -0.56
H  1.428  -1.955  -5.785  0.14
C  2.798  -2.913  -3.553  0.00
C  -4.953  -1.652  1.349  0.00
C  0.057  -3.546  1.014  -0.39
C  1.077  -1.330  -2.623  -0.60
H  -3.022  1.793  0.285  0.07
S  1.553  -1.541  -0.975  0.77
C  2.653  3.832  -0.144  -0.01
C  1.127  1.592  4.301  0.02
C  2.841  -0.017  3.851  -0.01
C  -2.766  -2.149  2.139  -0.10
C  1.098  -1.576  -4.833  -0.01
H  -1.160  2.539  3.298  0.14
C  -0.777  -5.295  -0.498  -0.03
H  4.252  2.495  -0.708  0.12
C  -5.568  1.466  -3.425  -0.03
H  -0.548  -0.153  -5.147  0.14
N  -2.344  -0.901  1.865  0.01
H  -2.254  -3.429  -1.525  0.15
C  2.363  1.043  4.606  0.00
H  -5.967  -1.957  1.124  0.13
B  -0.760  0.525  -2.449  -0.49
C  -4.078  -0.562  -3.651  -0.03
H  -4.366  -3.557  2.181  0.13
H  3.220  4.744  -0.282  0.13
H  -4.844  -1.176  -4.094  0.13
C  -1.564  -3.021  -0.778  -0.13
O  0.077  -2.306  1.458  -0.34
C  0.640  2.692  0.441  -0.25
C  -3.232  -0.014  1.406  -0.25
H  2.886  0.486  -0.386  0.05
H  2.392  -1.314  2.196  0.09
S  -3.028  2.883  -2.206  0.65
H  2.984  -3.150  -2.511  0.06
H  -2.225  -1.722  -3.569  0.12
C  -0.016  -6.229  0.143  -0.65
H  -6.164  0.979  -4.193  0.10
N  -4.307  0.754  -3.288  -0.12
H  -1.020  3.595  1.438  0.15
H  2.544  -3.825  -4.090  0.10
Cl  1.779  -4.100  3.017  0.77
C  0.780  -5.849  1.231  -0.07
H  -1.368  2.863  -0.133  0.06
H  0.847  4.818  0.488  0.13
H  -1.405  -5.585  -1.334  0.13
H  1.376  -6.593  1.745  0.12
C  -0.984  1.533  2.916  -0.09
N  -2.213  0.332  -2.853  0.01
N  0.878  0.051  2.510  -0.02
C  -2.789  -0.823  -3.389  -0.08
H  -6.118  1.469  -2.484  0.09
H  -0.651  0.416  -1.179  0.01
H  -5.368  2.494  -3.710  0.07
H  -0.323  1.618  -2.662  0.09
C  -3.173  1.302  -2.782  -0.75
N  0.109  -0.563  -3.133  0.02
N  1.685  -1.969  -3.644  -0.11
C  -4.061  -2.552  1.923  -0.01
C  3.225  2.592  -0.384  -0.02
N  -1.281  1.490  1.455  -0.23
H  -2.021  -2.822  2.540  0.12
N  1.177  1.491  0.191  0.00
C  1.340  3.876  0.283  0.02
H  3.694  -2.475  -3.988  0.11
C  0.405  1.069  3.249  -0.24
H  -3.253  2.033  2.013  0.16
C  -4.536  -0.362  1.086  0.02
H  -1.679  0.863  3.418  0.14
C  -2.755  1.403  1.270  -0.10
H  3.796  -0.475  4.063  0.13
C  -0.740  -3.950  -0.082  -0.14
O  -1.604  -1.791  -0.601  -0.16

As for the total charge: +2. The calculation puts the energy relative to the best compared isomer or geometry (same formula, charge and spin) at 31.2 kcal per mole. For the molecular weight, the calculation gives 810.8 u. For the HOMO-LUMO gap, the calculation gives 5.479 eV.


No. 2
11 unconnected molecules or ions with the total composition C33H33F11O33. Source: the Open Molecules 2025 dataset; level of theory: ωB97M-V/def2-TZVPD.

Each line ends with the Löwdin spin population.
Geometry (Å):
O  -5.455  -1.972  4.214  0.00
O  -1.074  2.778  -3.322  0.00
H  2.388  1.965  4.434  0.00
C  6.514  0.933  -0.726  0.00
O  1.972  -0.656  -2.392  0.00
O  -1.974  1.222  5.126  0.00
H  -5.364  1.290  -2.278  0.00
C  -1.895  2.798  -4.372  0.00
C  0.143  0.372  0.662  0.01
H  4.396  -1.017  -0.551  0.00
C  2.486  -3.971  -2.218  0.00
C  -0.698  1.404  4.911  0.00
C  -4.147  -1.758  4.387  0.00
H  -3.937  -1.143  -1.676  0.00
O  5.345  0.892  -0.169  0.00
C  -3.062  -2.984  -5.793  0.00
O  1.140  5.204  0.099  0.03
F  -2.758  -1.289  -4.372  0.00
H  0.005  -1.584  1.467  0.00
O  -1.759  0.009  -2.059  0.00
C  -4.582  -0.943  2.404  0.00
H  2.490  -4.259  -3.269  0.00
H  0.373  -4.574  -2.269  0.00
C  3.458  2.534  2.675  0.00
H  3.460  0.379  -0.886  0.00
F  -6.349  -2.522  2.295  0.00
H  -4.753  0.124  2.264  0.00
O  3.850  -2.009  2.292  0.00
C  -4.937  -0.849  -1.996  0.00
F  2.131  5.942  -1.812  0.00
O  1.805  3.114  -0.301  0.02
O  -3.617  -1.343  3.323  0.00
F  1.235  -0.272  0.219  0.00
O  -2.970  3.330  -4.480  0.00
H  2.611  2.141  2.114  0.00
C  1.906  -1.852  -2.166  0.00
C  2.321  5.361  -0.607  0.01
O  -1.284  2.092  -5.349  0.00
C  -1.280  -0.045  -0.929  0.00
O  -0.569  0.982  -0.384  0.00
C  4.487  0.012  -0.898  0.00
C  2.778  3.952  -0.925  0.00
O  2.700  3.988  4.189  0.00
C  -0.820  1.274  7.089  0.00
C  0.164  2.088  -3.613  0.00
O  2.916  -2.683  -2.137  0.00
H  -1.161  -2.015  -5.197  0.00
F  4.646  1.251  -2.761  0.00
O  -5.919  0.088  -3.839  0.00
C  -2.219  1.151  6.534  0.00
H  -4.303  -1.391  1.450  0.00
H  0.610  0.983  -5.391  0.00
O  -6.724  -1.912  -4.740  0.00
C  0.987  3.915  0.391  0.06
H  1.478  -4.107  2.527  0.00
H  -2.738  0.274  6.921  0.00
O  -3.643  -1.758  5.485  0.00
O  -2.099  -3.388  -3.837  0.00
C  3.266  4.662  3.226  0.00
H  0.377  1.070  1.466  0.01
C  2.819  -1.348  2.873  0.00
O  0.056  3.538  1.178  0.84
O  -0.297  1.610  3.753  0.00
O  -3.615  -4.802  -2.985  0.00
H  -6.649  -0.812  3.206  0.00
H  -4.016  0.814  -3.247  0.00
C  3.219  2.626  4.191  0.00
H  -0.712  2.010  7.886  0.00
H  -3.762  -2.262  -6.213  0.00
C  5.113  0.093  -2.274  0.00
H  3.038  -4.768  -1.720  0.00
O  0.764  -2.509  -1.879  0.00
O  2.792  -0.205  3.131  0.00
H  -0.749  0.276  -4.578  0.00
H  4.393  -3.935  2.144  0.00
O  -5.260  -1.902  -2.891  0.00
F  0.951  -4.148  -0.394  0.00
O  1.909  -2.154  3.091  0.00
C  -5.847  -1.517  2.988  0.00
C  -6.061  -1.273  -3.921  0.00
O  6.517  0.266  -1.940  0.00
C  -0.277  1.231  -4.808  0.00
O  3.418  5.891  3.187  0.00
H  2.992  3.672  -1.957  0.00
H  4.916  -0.762  -2.920  0.00
H  3.075  5.933  -0.067  0.00
H  -1.227  -0.536  2.021  0.00
O  3.709  3.872  2.281  0.00
O  -1.449  -1.091  -0.027  0.00
C  2.314  -3.480  2.837  0.00
H  3.746  3.826  -0.440  0.00
F  1.091  2.991  -3.993  0.00
F  2.682  -4.096  4.001  0.00
O  -3.812  -3.888  -5.022  0.00
C  1.028  -3.902  -1.715  0.00
H  3.214  -3.464  0.868  0.00
F  -5.745  -0.842  -0.999  0.00
C  3.514  -3.337  1.908  0.00
F  4.328  2.416  4.999  0.00
O  -0.048  1.625  6.056  0.00
O  7.495  1.482  -0.235  0.00
C  -4.957  0.448  -2.837  0.00
H  4.269  1.868  2.380  0.00
H  -0.388  0.355  7.486  0.00
H  0.492  1.600  -2.695  0.00
C  -3.160  -4.153  -3.909  0.00
H  -2.504  -3.514  -6.564  0.00
C  -0.678  -0.809  1.120  0.00
F  -2.858  2.173  7.052  0.00
C  -2.130  -2.380  -4.858  0.00

As for the total charge: +1. The calculation puts the energy relative to the best compared isomer or geometry (same formula, charge and spin) at 0.0 kcal per mole. Its expectation value of S² is 0.754. As for the spin multiplicity: 2. For the molecular weight, the calculation gives 1166.6 u. For the HOMO-LUMO gap (alpha / beta), the calculation gives 8.290 / 2.646 eV.


No. 3
A molecular structure, C33H33FN6NiO2S2Se. Source: the Open Molecules 2025 dataset; level of theory: ωB97M-V/def2-TZVPD.

Each line ends with the Löwdin charge.
Geometry (Å):
C  0.373  -3.276  1.697  -0.35
H  -0.699  0.804  3.780  0.12
C  0.542  -0.748  -4.972  0.01
C  1.721  -2.652  1.334  -0.06
C  -3.940  1.142  0.562  -0.03
H  -5.887  0.855  1.429  0.09
H  2.315  -3.357  0.746  0.08
H  0.303  -5.645  0.674  0.11
C  -1.927  -4.683  -1.643  -0.05
H  5.227  0.212  -3.605  0.08
C  1.415  0.788  3.515  -0.07
H  6.022  1.446  -1.651  0.08
C  3.146  0.541  -0.738  -0.86
H  1.602  -1.758  0.724  0.02
H  -0.602  -1.452  2.411  0.05
Ni  0.183  -0.200  -0.190  0.54
H  -3.634  -1.893  -1.293  0.11
N  1.293  -2.292  -1.770  -0.17
C  0.253  0.833  4.291  -0.02
C  5.682  0.424  -1.487  -0.52
H  -1.389  -2.954  2.909  0.08
H  -3.936  -3.900  -3.554  0.07
O  0.117  0.440  1.562  -0.07
C  -1.256  -2.785  -0.284  -0.18
H  -5.482  -1.571  1.837  0.10
C  -0.004  0.392  -4.496  -0.03
C  2.722  0.887  5.541  -0.02
C  -2.072  -3.341  -1.306  -0.12
C  -3.149  -2.532  -2.034  -0.35
H  -5.092  -2.727  -2.935  0.08
H  -0.594  0.934  6.253  0.10
H  -0.395  1.143  -5.168  0.11
C  -2.762  0.534  0.200  -0.21
H  -3.362  -2.602  1.169  0.12
H  1.629  0.965  7.369  0.10
C  -4.723  -0.961  1.361  -0.09
C  0.314  0.903  5.667  -0.09
Se  1.827  -3.665  -2.734  1.19
C  0.888  -1.383  -2.623  -0.48
H  3.698  0.917  6.007  0.12
C  1.007  -1.708  -4.019  -0.41
C  -3.526  -1.548  0.984  -0.04
C  -0.433  -3.650  0.461  -0.15
H  -0.543  1.547  -2.719  0.13
N  2.074  0.613  -0.034  -0.09
C  -0.423  -2.477  2.728  -0.05
H  -3.371  -1.085  -3.630  0.09
H  -2.013  -2.202  -3.846  0.09
H  2.289  -2.390  2.229  0.09
N  1.505  -2.897  -4.294  -0.21
F  -1.807  1.321  -0.399  0.02
C  4.816  -0.058  -2.634  -0.50
C  -1.041  -5.513  -0.976  -0.10
H  0.613  -4.229  2.174  0.12
H  -0.948  -6.556  -1.251  0.10
C  -2.573  -1.619  -3.109  -0.05
O  3.830  0.803  3.473  0.04
C  -4.951  0.393  1.150  -0.11
S  4.709  0.357  0.042  0.99
H  -2.526  -5.102  -2.438  0.10
C  1.280  0.646  2.054  -0.41
H  -4.652  -4.121  -1.949  0.08
H  6.545  -0.225  -1.346  0.08
H  0.602  -0.958  -6.032  0.12
H  -1.918  -0.884  -2.648  0.04
H  -4.053  2.202  0.377  0.12
C  1.562  0.922  6.289  -0.08
S  3.212  0.761  -2.474  0.97
N  2.365  0.739  1.326  0.00
H  0.124  -2.447  3.673  0.08
C  2.664  0.827  4.149  -0.26
C  -4.265  -3.381  -2.651  -0.08
C  -0.335  -4.993  0.088  -0.07
C  -2.494  -0.825  0.356  -0.26
N  -1.304  -1.381  -0.045  0.02
N  0.343  -0.187  -2.182  0.02
H  3.612  0.817  2.516  0.02
H  4.669  -1.137  -2.591  0.08
C  -0.096  0.629  -3.086  -0.12

As for the total charge: 0. The calculation puts the energy relative to the best compared isomer or geometry (same formula, charge and spin) at 8.0 kcal per mole. For the molecular weight, the calculation gives 766.5 u. For the HOMO-LUMO gap (alpha / beta), the calculation gives 5.113 / 5.113 eV.